C48H62BF5N8OS5V as an isolated structure, computed with ωB97M-V/def2-TZVPD.

Properties
Electronic energy, a.u.: -5838.7898
HOMO energy (spin up / spin down), Eh: -0.2672 / -0.2578
Kohn-Sham gap (spin up / spin down), eV: 7.201 / 6.907
Multiplicity: 2
ΔE to the lowest compared entry with this formula, charge and spin, eV: 0.032
Net charge: 0
<S²>: 0.84
LUMO level (spin up / spin down), eV: -0.07 / -0.11

Last column: Mulliken charge in e.
Geometry (Å):
V  -0.175  -1.001  0.564  -0.4202
S  0.919  -3.099  -0.216  -0.9339
S  -1.740  0.806  0.543  0.5823
S  1.159  3.687  0.610  -0.4729
S  -1.797  -2.393  1.655  -0.4357
S  1.098  0.444  -1.152  -0.4183
F  -4.259  0.432  6.209  -0.3347
F  -4.208  -0.584  1.646  -0.3282
F  -2.124  -1.204  6.607  -0.3343
F  -5.289  0.725  3.708  -0.3809
F  -1.008  -2.496  4.546  -0.4397
O  -3.291  3.465  2.437  -0.4842
N  -1.436  -2.975  -1.348  1.0072
N  -2.662  -0.672  -2.984  -0.0774
N  0.028  -1.437  -2.612  0.6896
N  0.099  5.725  1.977  -0.0604
N  -1.151  3.753  1.795  0.6612
N  -0.070  -2.353  -3.570  -0.0421
N  -2.150  -0.509  -1.751  0.4204
N  -2.627  -3.343  -1.794  -0.6807
C  -4.132  -0.062  -4.816  2.8024
C  -4.261  -6.236  -3.114  -1.8745
C  -3.646  -0.729  2.846  0.0556
C  -2.622  -1.045  5.381  0.5290
C  -2.530  -1.549  3.006  0.3119
C  0.989  -0.501  -2.547  0.6445
C  -0.650  5.138  5.889  -0.8921
C  -4.126  1.146  -2.562  -1.0700
C  -0.693  -3.420  -6.235  -1.3785
C  1.616  -0.806  1.616  -2.0705
C  -5.582  -0.554  -4.738  -1.5499
C  -0.856  4.444  4.708  0.7689
C  -0.801  -5.196  -0.800  -0.3209
C  -4.057  2.440  -0.417  -1.2259
C  0.437  0.416  3.520  -0.8970
C  -4.227  -0.055  3.905  0.1293
C  2.894  0.715  3.146  -1.8507
C  1.887  -0.390  -3.652  0.4133
C  -3.709  -0.207  5.181  0.6754
C  -5.157  -5.344  -0.943  -1.8353
C  1.545  0.457  2.471  2.6603
C  -2.848  5.742  4.295  -0.0872
C  -3.602  0.125  -3.400  -0.3000
C  -3.596  1.352  -1.327  0.3410
C  -4.337  -5.009  -2.197  2.1952
C  0.184  -6.139  -0.201  -1.8535
C  -2.522  0.491  -0.928  -0.2330
C  -2.213  3.969  2.660  0.4969
C  0.795  -2.346  -4.548  -0.2537
C  -2.942  -4.612  -1.747  -0.1147
C  -4.087  1.282  -5.553  -1.9968
C  1.294  6.552  1.926  -1.0475
C  -0.512  -3.808  -0.841  1.9278
C  -2.032  -5.575  -1.256  -0.4786
C  0.014  4.464  1.518  0.4692
C  2.917  0.685  -3.657  -1.8553
C  2.639  5.326  3.704  -0.5937
C  1.779  -1.331  -4.634  -0.6757
C  0.667  -3.501  -5.537  2.5293
C  -1.955  4.749  3.910  -1.0998
C  -5.009  -3.863  -2.951  -1.8797
C  -2.625  6.449  5.466  -0.6833
C  -2.053  -1.703  4.305  0.0614
C  1.993  6.640  3.282  -0.3187
C  0.754  -4.817  -4.749  -1.5550
C  -1.528  6.147  6.261  -0.3967
C  -3.284  -1.080  -5.577  -1.6129
C  1.775  -3.473  -6.587  -2.4010
B  -0.973  -1.497  -1.418  0.7617
H  2.852  1.599  3.788  0.3619
H  -3.089  1.722  -5.506  0.3657
H  1.349  1.306  1.808  -1.1120
H  -4.342  1.132  -6.602  0.4777
H  -0.173  3.660  4.403  0.4261
H  -3.293  3.217  -0.342  0.2118
H  1.913  4.513  3.713  -0.2643
H  0.654  -5.665  -5.428  0.4449
H  0.546  -0.463  4.156  0.3209
H  -5.244  -4.471  -0.296  0.3471
H  1.266  6.960  4.037  0.2345
H  -2.256  -0.735  -5.680  0.4290
H  0.197  4.895  6.516  0.4624
H  2.489  -0.751  0.962  0.5406
H  -0.039  -4.868  -4.004  0.1078
H  3.593  0.558  -2.810  0.3413
H  -3.547  -6.078  -3.924  0.2894
H  -5.017  -2.950  -2.358  0.2881
H  -4.222  2.068  0.595  0.2191
H  -1.278  2.952  1.182  -0.9659
H  -6.038  -4.140  -3.187  0.4878
H  -3.703  -1.233  -6.574  0.5615
H  -5.992  -0.661  -5.743  0.4885
H  3.488  0.671  -4.584  0.4059
H  3.182  -0.139  3.762  0.3739
H  -0.145  -7.170  -0.315  0.4568
H  -4.797  2.002  -5.143  0.3653
H  -0.658  6.079  2.539  0.2460
H  -5.638  -1.521  -4.240  0.1521
H  -0.799  -4.245  -6.942  0.4963
H  -0.562  0.385  3.078  -0.3431
H  -1.497  -3.479  -5.504  -0.0104
H  0.996  7.546  1.584  0.3682
H  1.950  6.118  1.175  0.4694
H  1.733  -2.571  -7.199  0.4261
H  1.658  -4.327  -7.255  0.4239
H  -5.240  -6.423  -3.557  0.4508
H  1.706  -1.716  2.224  0.6832
H  -3.312  7.230  5.764  0.4221
H  1.712  -4.902  -4.231  0.3974
H  -4.934  1.773  -2.915  0.4873
H  3.070  5.404  4.703  0.3863
H  0.477  1.300  4.163  0.4426
H  -6.216  0.148  -4.192  0.3646
H  -1.361  6.695  7.179  0.4106
H  2.746  7.430  3.226  0.3827
H  1.165  -6.017  -0.661  0.3619
H  -4.485  -3.648  -3.884  0.2660
H  3.677  0.874  2.404  0.4116
H  2.449  1.663  -3.531  0.3318
H  -4.975  2.887  -0.795  0.4560
H  -3.972  -7.138  -2.573  0.4342
H  3.429  5.039  3.011  0.3717
H  2.765  -3.540  -6.134  0.4683
H  -3.712  5.947  3.676  0.4589
H  2.465  -1.311  -5.470  0.5491
H  -4.693  -6.146  -0.366  0.3745
H  -3.254  -2.033  -5.055  -0.2957
H  0.306  -5.912  0.860  0.3486
H  -0.800  -2.484  -6.785  0.3684
H  -2.326  -6.615  -1.207  0.4193
H  -6.159  -5.669  -1.226  0.4654